43
Properties=species:S:1:pos:R:3 method="wB97M-V/def2-TZVPD" relative_energy_kcal_mol=31.21 charge=+2 spin_multiplicity=6 orbital_gap_ev="5.250 / 6.237" lumo_energy_ev="-7.87 / -10.94" energy_ha=-2156.01935
C -0.07 0.00 -5.63
C -0.06 0.53 -4.25
H -0.06 0.79 -6.38
H -0.97 -0.59 -5.76
H 0.83 -0.60 -5.76
O -0.04 1.65 -3.80
I -0.09 -1.18 -2.63
Ru -0.01 -0.12 0.29
P 2.28 -0.09 0.33
C 3.30 1.12 1.24
C 2.95 -1.65 0.96
H 4.02 -1.76 0.74
H 4.02 0.26 -1.45
H 2.39 -2.48 0.52
H 2.57 -0.66 -2.03
H 3.01 1.12 2.30
H 2.81 -1.69 2.04
C 2.91 0.16 -1.38
H 4.37 0.88 1.19
H 2.44 1.08 -1.76
H 3.14 2.13 0.86
P -2.36 -0.06 0.43
C -3.37 1.17 1.34
C -2.99 0.24 -1.26
H -2.43 -2.46 0.61
H -4.08 -1.80 0.51
H -3.17 -1.71 2.03
C -3.08 -1.66 0.94
H -2.67 -0.58 -1.93
H -4.09 0.35 -1.29
H -4.44 0.98 1.22
H -3.16 2.18 0.97
H -2.52 1.15 -1.62
H -3.16 1.18 2.41
C -0.11 1.59 1.03
O -0.09 2.61 1.62
F -0.02 -1.96 2.61
C -0.16 -0.60 2.40
F -1.45 -0.25 2.90
C 0.71 0.05 3.56
F 0.22 -0.32 4.79
F 2.00 -0.35 3.52
F 0.67 1.40 3.57